{
  "formula": "C19H22N2O3S",
  "method": "ωB97M-V/def2-TZVPD",
  "elements": ["S", "O", "O", "O", "N", "N", "C", "C", "C", "C", "C", "C", "C", "C", "C", "C", "C", "C", "C", "C", "C", "C", "C", "C", "C", "H", "H", "H", "H", "H", "H", "H", "H", "H", "H", "H", "H", "H", "H", "H", "H", "H", "H", "H", "H", "H", "H"],
  "xyz": [[1.2921, 2.2469, 0.7275], [1.7769, 2.1758, 2.0730], [-4.8476, 0.4485, 2.1775], [1.2200, 3.5259, 0.0810], [-4.0197, -0.4092, 0.2495], [2.2489, 1.3219, -0.3062], [2.9665, -1.7923, 1.4721], [2.3069, -0.6712, 1.0095], [-2.1143, 0.7046, -0.7730], [-0.2958, 1.4453, 0.6125], [4.2668, -2.0398, 1.0749], [-0.9309, 0.9769, 1.7455], [-5.0051, -0.2347, 1.1901], [2.9608, 0.2150, 0.1629], [-4.2403, -1.0143, -1.0507], [-6.3155, -0.9534, 0.9424], [-2.1623, 0.3632, 1.6231], [-4.1346, 0.0694, -2.1209], [4.9342, -1.1654, 0.2260], [-0.8740, 1.3119, -0.6304], [4.2867, -0.0149, -0.2269], [4.9732, 0.9841, -1.1180], [-2.6939, 0.5646, -2.1555], [-2.7693, 0.2303, 0.3729], [6.3473, -1.4781, -0.1763], [-6.1623, -2.0226, 0.8166], [-0.4489, 1.0920, 2.7031], [-3.4659, -1.7718, -1.2163], [-6.8256, -0.5515, 0.0696], [7.0347, -0.7218, 0.2011], [-2.0768, -0.1458, -2.7149], [6.4444, -1.5193, -1.2601], [2.4624, -2.4771, 2.1372], [-2.6648, -0.0075, 2.4998], [4.8506, 1.9927, -0.7215], [6.0361, 0.7829, -1.1918], [-0.3523, 1.6966, -1.4928], [-5.2100, -1.5020, -1.0859], [2.7459, 1.9173, -0.9497], [-4.8094, 0.8874, -1.8614], [4.7759, -2.9236, 1.4307], [6.6486, -2.4400, 0.2303], [-2.6297, 1.5237, -2.6724], [4.5528, 0.9561, -2.1246], [1.2897, -0.4664, 1.3002], [-6.9431, -0.7872, 1.8142], [-4.4295, -0.3231, -3.0943]],
  "forces_ev_per_a": [[0.234, 0.142, -0.317], [-0.246, -0.329, -0.093], [-0.065, 0.115, 0.184], [-0.100, -0.140, -0.227], [0.217, -0.132, -0.101], [-0.373, 0.777, 0.197], [-0.074, 0.068, -0.007], [0.130, -0.113, -0.009], [0.086, 0.051, 0.085], [0.475, 0.233, 0.044], [0.028, -0.001, -0.008], [0.024, -0.015, 0.069], [-0.378, -0.135, 0.018], [0.225, -0.814, 0.390], [-0.210, 0.042, -0.358], [-0.005, 0.112, 0.240], [0.064, 0.023, 0.043], [0.153, -0.171, -0.008], [-0.120, -0.107, 0.095], [-0.106, -0.045, 0.050], [-0.203, 0.185, -0.020], [-0.109, -0.123, 0.104], [-0.173, -0.003, -0.081], [0.428, 0.295, 0.206], [-0.055, 0.044, 0.008], [-0.032, -0.078, -0.102], [0.001, -0.040, 0.156], [-0.105, -0.026, -0.003], [-0.041, -0.048, -0.114], [0.117, 0.027, -0.034], [-0.026, 0.037, -0.033], [0.101, -0.001, -0.068], [-0.054, -0.060, 0.060], [0.004, 0.001, 0.019], [0.057, 0.102, -0.040], [0.051, 0.051, -0.056], [0.006, 0.007, -0.211], [0.098, -0.006, 0.070], [-0.087, 0.240, -0.023], [-0.074, -0.019, -0.013], [0.066, -0.083, 0.020], [0.044, -0.040, 0.003], [0.047, -0.030, -0.032], [0.037, 0.078, -0.125], [-0.088, -0.121, 0.058], [0.057, 0.021, -0.019], [-0.026, 0.027, -0.016]],
  "mulliken_charge": [1.526, -0.658, -0.614, -0.762, 0.141, -0.327, -1.151, -0.041, 0.858, -0.010, -0.793, -0.594, 0.996, 0.325, -0.840, -1.519, -0.804, -0.770, 0.935, -0.883, 0.818, -1.709, -1.013, 0.127, -1.621, 0.367, 0.528, 0.262, 0.373, 0.364, 0.381, 0.361, 0.399, 0.445, 0.418, 0.419, 0.421, 0.478, 0.339, 0.310, 0.330, 0.389, 0.462, 0.371, 0.215, 0.346, 0.405],
  "orbital_gap_ev": 8.992,
  "relative_energy_kcal_mol": 27.83,
  "homo_ev": -8.41,
  "lumo_ev": 0.578,
  "spin_multiplicity": 1
}

***

{
  "formula": "C17H27F6N8P2PdS",
  "method": "ωB97M-V/def2-TZVPD",
  "elements": ["Pd", "S", "P", "P", "F", "F", "F", "F", "F", "F", "N", "N", "N", "N", "N", "N", "N", "N", "C", "C", "C", "C", "C", "C", "C", "C", "C", "C", "C", "C", "C", "C", "C", "C", "C", "H", "H", "H", "H", "H", "H", "H", "H", "H", "H", "H", "H", "H", "H", "H", "H", "H", "H", "H", "H", "H", "H", "H", "H", "H", "H", "H"],
  "xyz": [[0.0946, -0.4349, 0.1104], [-2.1361, -1.3571, 0.6419], [1.0665, -3.8118, -1.0351], [0.5207, 1.9971, -2.1944], [-0.5147, -4.1118, -1.1230], [2.6469, -3.4770, -0.9311], [0.8098, -2.3618, -1.7560], [0.8398, -3.0625, 0.4182], [1.3026, -5.2084, -0.2708], [1.2977, -4.4939, -2.4691], [-1.2539, -3.0188, 2.5707], [-1.7231, 0.7508, -3.4060], [0.1690, 1.7802, 0.5868], [2.1540, 0.2347, -0.7235], [-1.7781, -0.8733, 3.2376], [0.8340, 3.7770, -0.0625], [-2.0867, 1.4796, -1.3506], [2.4446, 0.0324, -2.8976], [-1.5562, -4.2076, 1.7808], [1.6955, 0.6065, -1.9164], [0.4509, 2.5365, -0.4624], [1.2372, 4.8862, -0.9100], [2.2607, 0.0972, -4.3313], [-2.1359, -1.2465, 4.6014], [-1.0984, 0.4442, -4.6734], [-0.2059, -3.2237, 3.5616], [-3.2377, 0.9408, -1.8439], [-2.0954, 0.5114, 2.9242], [0.3916, 2.5469, 1.6892], [-1.1809, 1.3360, -2.2940], [3.1800, -0.6360, -0.9500], [0.7985, 3.7923, 1.3035], [-3.0311, 0.4772, -3.1095], [3.3725, -0.7715, -2.2879], [-1.6976, -1.7934, 2.2409], [-1.8154, 0.6188, -5.4734], [-0.5438, -3.8547, 4.3876], [-3.0782, -0.7584, 4.8616], [0.4895, 5.0652, -1.6792], [-1.7702, 1.1263, 3.7652], [1.0527, 4.6742, 1.8646], [-0.2533, 1.1099, -4.8302], [-1.3742, -0.9285, 5.3166], [-2.2735, -2.3183, 4.6845], [3.2007, -0.1652, -4.8106], [4.0366, -1.3952, -2.8596], [0.1404, -2.2727, 3.9552], [-1.5936, 0.8264, 2.0149], [1.4916, -0.6019, -4.6526], [-0.7639, -0.5918, -4.7092], [1.3253, 5.7737, -0.2889], [0.6277, -3.7189, 3.0605], [-3.1717, 0.6419, 2.7809], [-3.6778, -0.0085, -3.8197], [3.6861, -1.1365, -0.1444], [-0.6351, -4.6810, 1.4511], [2.1976, 4.6817, -1.3805], [2.0017, 1.1126, -4.6261], [-4.1413, 0.9069, -1.2594], [0.2365, 2.1709, 2.6853], [-2.1282, -3.9353, 0.9026], [-2.1224, -4.9040, 2.4052]],
  "forces_ev_per_a": [[0.092, -0.021, 0.310], [0.010, -0.015, -0.041], [-0.011, -0.082, 0.014], [0.008, 0.037, -0.055], [0.057, 0.026, 0.030], [-0.074, -0.017, 0.013], [0.003, 0.099, -0.090], [0.054, 0.044, -0.059], [-0.026, 0.032, 0.026], [0.007, 0.014, -0.018], [-0.036, 0.010, 0.002], [-0.070, -0.041, 0.066], [0.092, 0.001, -0.203], [-0.422, -0.265, -0.001], [-0.110, -0.073, -0.023], [-0.018, -0.051, 0.038], [0.068, 0.069, 0.081], [0.054, -0.107, 0.114], [0.024, 0.063, -0.011], [0.129, 0.109, -0.135], [0.028, -0.011, 0.089], [-0.006, -0.006, 0.014], [0.089, 0.081, -0.012], [0.073, 0.007, -0.030], [0.028, 0.040, 0.007], [-0.055, 0.000, 0.026], [-0.018, 0.012, -0.028], [0.006, 0.021, 0.035], [-0.067, 0.036, -0.014], [-0.026, -0.171, -0.093], [0.027, 0.043, -0.003], [-0.009, 0.027, -0.020], [0.003, 0.047, -0.017], [-0.052, 0.047, -0.049], [0.165, 0.102, 0.006], [0.000, -0.028, -0.002], [-0.005, 0.006, 0.006], [0.010, -0.002, 0.005], [0.004, -0.005, -0.006], [-0.010, 0.015, 0.001], [0.000, -0.008, 0.019], [0.005, 0.010, 0.001], [-0.002, -0.013, 0.005], [-0.006, -0.056, -0.015], [-0.005, -0.010, -0.002], [0.014, -0.005, 0.018], [-0.001, 0.018, -0.012], [-0.039, -0.038, 0.035], [0.027, 0.001, -0.016], [0.008, -0.018, 0.020], [0.004, 0.005, -0.012], [0.002, 0.007, 0.009], [0.001, 0.017, 0.010], [-0.003, -0.018, 0.010], [-0.001, -0.002, 0.004], [0.028, -0.006, -0.021], [-0.002, 0.005, -0.007], [-0.054, 0.012, -0.007], [0.001, 0.003, 0.010], [0.034, 0.004, 0.000], [-0.028, 0.009, -0.008], [-0.002, -0.011, -0.014]],
  "mulliken_spin": [0.818, 0.047, -0.005, 0.003, 0.000, 0.000, 0.001, 0.006, 0.000, 0.000, 0.011, -0.001, 0.077, 0.035, 0.002, 0.000, -0.002, 0.003, 0.000, 0.000, -0.024, 0.000, 0.001, 0.001, -0.001, 0.000, 0.000, 0.002, -0.007, 0.010, 0.002, 0.002, -0.002, 0.002, 0.018, 0.000, 0.000, 0.000, 0.000, 0.001, 0.001, 0.000, 0.000, 0.000, 0.000, 0.000, 0.000, -0.002, 0.000, 0.000, 0.000, 0.000, 0.000, 0.000, 0.000, 0.000, 0.000, 0.000, 0.000, 0.000, 0.001, 0.000],
  "orbital_gap_ev": [8.059, 8.186],
  "relative_energy_kcal_mol": 18.07,
  "homo_ev": [-7.56, -7.69],
  "lumo_ev": [0.500, 0.501],
  "spin_multiplicity": 2
}

***

| no. | total energy (eV) |
| --- | --- |
| 1 | -40018.68914 |
| 2 | -79191.81470 |